# 1
{
  "formula": "C15H35BrInS",
  "method": "the ωB97M-V functional and the def2-TZVPD basis",
  "gap_ev": 7.550,
  "homo_energy_ev": -4.77,
  "fmax_ha_per_bohr": 0.02835,
  "charge": -1,
  "elements": ["C", "C", "C", "In", "S", "Br", "H", "H", "H", "H", "H", "H", "H", "C", "C", "C", "C", "C", "C", "H", "H", "H", "H", "H", "H", "H", "H", "H", "H", "H", "H", "H", "H", "C", "C", "C", "C", "C", "C", "H", "H", "H", "H", "H", "H", "H", "H", "H", "H", "H", "H", "H", "H"],
  "coordinates": [[-0.34, -5.87, 3.92], [-1.39, -5.60, 3.12], [-1.49, -4.50, 2.12], [0.47, -4.00, 1.18], [1.08, -5.80, -0.43], [0.45, -1.71, -0.06], [0.68, -5.70, 3.64], [-0.54, -6.32, 4.89], [-2.26, -6.26, 3.20], [-2.16, -4.85, 1.33], [-1.99, -3.63, 2.56], [1.73, -3.90, 2.40], [0.74, -6.89, 0.27], [-3.18, 2.46, -4.15], [-4.28, 1.76, -3.35], [-4.00, 1.71, -1.85], [-2.74, 0.94, -1.45], [-2.70, -0.51, -1.91], [-3.81, -1.37, -1.33], [-2.23, 1.94, -4.06], [-3.44, 2.50, -5.21], [-3.04, 3.49, -3.80], [-4.42, 0.75, -3.74], [-5.22, 2.29, -3.51], [-4.87, 1.28, -1.34], [-3.91, 2.74, -1.47], [-2.65, 0.97, -0.36], [-1.86, 1.46, -1.83], [-1.74, -0.94, -1.61], [-2.73, -0.57, -3.00], [-3.78, -1.36, -0.24], [-3.71, -2.41, -1.65], [-4.80, -1.02, -1.64], [1.65, 1.80, -0.16], [2.82, 2.76, -0.31], [4.17, 2.10, -0.06], [4.36, 1.55, 1.35], [4.19, 2.57, 2.47], [5.21, 3.71, 2.42], [1.57, 1.41, 0.86], [0.70, 2.30, -0.38], [1.74, 0.95, -0.83], [2.68, 3.62, 0.35], [2.82, 3.16, -1.33], [4.97, 2.83, -0.28], [4.31, 1.29, -0.77], [5.37, 1.11, 1.42], [3.67, 0.72, 1.51], [4.30, 2.05, 3.43], [3.18, 2.98, 2.46], [6.23, 3.32, 2.47], [5.07, 4.39, 3.26], [5.11, 4.30, 1.51]]
}

***

# 2
{
  "formula": "C15H35FN3O2S",
  "method": "the ωB97M-V functional and the def2-TZVPD basis",
  "gap_ev": 6.446,
  "homo_energy_ev": -11.42,
  "fmax_ha_per_bohr": 0.12305,
  "charge": 1,
  "elements": ["C", "C", "S", "C", "C", "C", "N", "C", "C", "F", "H", "H", "H", "H", "H", "H", "H", "H", "H", "H", "H", "H", "H", "C", "C", "C", "O", "C", "N", "H", "H", "H", "H", "H", "H", "H", "H", "H", "H", "H", "C", "C", "C", "O", "C", "N", "H", "H", "H", "H", "H", "H", "H", "H", "H", "H", "H"],
  "coordinates": [[-2.82, -3.55, 2.78], [-3.69, -3.69, 1.39], [-2.43, -4.24, 0.06], [-1.74, -2.62, -0.57], [-0.11, -2.47, -0.50], [0.10, -0.94, -1.12], [1.21, -0.29, -0.64], [1.87, -1.19, 0.38], [0.64, -2.20, 0.93], [1.20, -3.33, 1.71], [-3.00, -2.51, 3.32], [-3.02, -4.47, 3.47], [-1.67, -3.57, 2.49], [-4.08, -2.64, 1.00], [-4.61, -4.41, 1.45], [-2.09, -2.50, -1.69], [-2.18, -1.70, 0.04], [0.42, -3.22, -1.23], [-0.70, -0.58, -1.92], [1.43, 0.67, -0.98], [2.72, -1.71, -0.22], [2.29, -0.40, 1.16], [-0.06, -1.42, 1.46], [4.57, 1.82, 5.45], [3.06, 1.58, 5.49], [2.52, 0.81, 4.27], [2.39, 1.61, 3.08], [3.58, 1.75, 2.33], [2.38, 2.87, 5.66], [4.85, 2.59, 4.73], [4.93, 2.14, 6.43], [5.10, 0.90, 5.18], [2.86, 0.97, 6.38], [1.51, 0.47, 4.50], [3.11, -0.09, 4.06], [4.20, 0.84, 2.36], [4.15, 2.61, 2.69], [3.31, 1.95, 1.29], [1.38, 2.70, 5.78], [2.44, 3.36, 4.76], [-2.61, 2.73, -6.00], [-1.37, 1.85, -5.88], [-1.69, 0.38, -5.54], [-2.01, 0.15, -4.17], [-3.37, 0.41, -3.84], [-0.45, 2.45, -4.89], [-3.05, 2.97, -5.02], [-2.36, 3.69, -6.47], [-3.37, 2.25, -6.61], [-0.87, 1.87, -6.86], [-0.78, -0.21, -5.73], [-2.46, -0.03, -6.20], [-4.05, 0.14, -4.65], [-3.49, 1.45, -3.55], [-3.62, -0.20, -2.96], [0.41, 1.91, -4.88], [-0.86, 2.28, -3.96]]
}

***

# 3
{
  "formula": "C15H35N5O5",
  "method": "the ωB97M-V functional and the def2-TZVPD basis",
  "gap_ev": 9.531,
  "smiles": "CNC(C)=O.CNC(C)=O.CNC(C)=O.CNC(C)=O.CNC(C)=O",
  "homo_energy_ev": -9.39,
  "fmax_ha_per_bohr": 0.06307,
  "elements": ["C", "N", "C", "C", "O", "H", "H", "H", "H", "H", "H", "H", "C", "N", "C", "C", "O", "H", "H", "H", "H", "H", "H", "H", "C", "N", "C", "C", "O", "H", "H", "H", "H", "H", "H", "H", "C", "N", "C", "C", "O", "H", "H", "H", "H", "H", "H", "H", "C", "N", "C", "C", "O", "H", "H", "H", "H", "H", "H", "H"],
  "coordinates": [[5.03, 1.99, -1.82], [4.74, 2.20, -3.25], [5.04, 1.33, -4.21], [4.49, 1.61, -5.55], [5.80, 0.38, -4.04], [6.10, 2.01, -1.62], [4.62, 1.01, -1.60], [4.58, 2.78, -1.22], [4.40, 3.12, -3.49], [3.70, 2.33, -5.33], [4.08, 0.68, -5.95], [5.17, 2.17, -6.19], [0.30, 1.49, -0.52], [0.01, 0.04, -0.25], [0.50, -0.83, 0.63], [-0.17, -2.16, 0.61], [1.45, -0.64, 1.38], [0.37, 1.76, -1.57], [1.08, 1.90, 0.12], [-0.59, 2.07, -0.31], [-0.56, -0.42, -0.94], [0.54, -2.99, 0.60], [-0.93, -2.35, -0.15], [-0.60, -2.37, 1.59], [-5.01, 1.12, 1.73], [-6.24, 1.51, 2.29], [-7.36, 0.79, 2.20], [-8.50, 1.46, 3.00], [-7.48, -0.19, 1.50], [-4.13, 1.09, 2.38], [-4.98, 1.83, 0.91], [-4.83, 0.11, 1.37], [-6.28, 2.33, 2.88], [-9.42, 1.14, 2.52], [-8.33, 2.54, 3.00], [-8.35, 1.05, 4.00], [0.63, -2.78, -5.06], [-0.66, -2.81, -4.41], [-1.59, -1.86, -4.47], [-2.01, -1.35, -5.84], [-2.19, -1.55, -3.49], [0.56, -2.84, -6.15], [1.11, -3.61, -4.54], [1.33, -2.02, -4.72], [-0.63, -3.10, -3.44], [-3.00, -0.89, -5.83], [-1.91, -2.16, -6.57], [-1.31, -0.56, -6.10], [1.95, 1.14, 6.83], [2.35, -0.05, 6.02], [2.52, -1.23, 6.63], [3.32, -2.13, 5.74], [2.19, -1.53, 7.76], [1.34, 1.82, 6.23], [2.86, 1.67, 7.11], [1.57, 0.80, 7.79], [2.53, 0.06, 5.03], [4.19, -1.50, 5.56], [2.86, -2.49, 4.82], [3.75, -2.93, 6.36]]
}

***

# 4
{
  "formula": "C15H36B3O6P",
  "method": "the ωB97M-V functional and the def2-TZVPD basis",
  "gap_ev": 8.432,
  "homo_energy_ev": -8.48,
  "fmax_ha_per_bohr": 0.06950,
  "elements": ["O", "P", "O", "B", "O", "B", "O", "B", "C", "C", "C", "O", "O", "H", "H", "H", "H", "H", "H", "H", "H", "C", "C", "C", "C", "C", "C", "H", "H", "H", "H", "H", "H", "H", "H", "H", "H", "H", "H", "H", "H", "C", "C", "C", "C", "C", "C", "H", "H", "H", "H", "H", "H", "H", "H", "H", "H", "H", "H", "H", "H"],
  "coordinates": [[-0.45, 3.73, 0.76], [-0.42, 2.69, -0.55], [1.12, 2.02, -0.58], [-1.73, 1.27, -0.32], [-1.81, 0.46, 0.82], [-2.90, -0.42, 0.81], [-3.98, -0.38, -0.08], [-3.84, 0.79, -0.85], [-5.09, 1.75, -1.00], [-6.23, 1.22, -0.04], [-7.11, 2.33, 0.57], [-6.08, 1.57, 1.32], [-2.58, 1.07, -1.41], [-0.98, 3.40, 1.50], [1.19, 1.43, 0.19], [-2.90, -1.32, 1.59], [-4.89, 2.74, -0.56], [-5.53, 1.78, -2.01], [-6.72, 0.27, -0.31], [-6.74, 3.24, 0.09], [-8.13, 2.11, 0.87], [4.44, 1.94, -0.03], [4.29, 1.67, 1.47], [3.77, 2.88, 2.25], [4.68, 4.11, 2.22], [6.10, 3.87, 2.74], [6.14, 3.45, 4.21], [5.17, 2.73, -0.22], [4.79, 1.04, -0.54], [3.49, 2.24, -0.46], [5.25, 1.33, 1.88], [3.59, 0.84, 1.60], [3.60, 2.58, 3.29], [2.79, 3.17, 1.85], [4.21, 4.90, 2.81], [4.74, 4.49, 1.20], [6.67, 4.80, 2.62], [6.61, 3.12, 2.13], [5.68, 4.21, 4.84], [7.18, 3.33, 4.54], [5.63, 2.51, 4.37], [-2.69, -2.66, -2.36], [-1.60, -3.21, -1.45], [-0.36, -3.68, -2.20], [-0.59, -4.84, -3.18], [-1.18, -6.10, -2.55], [-0.28, -6.73, -1.49], [-3.06, -3.42, -3.06], [-3.54, -2.31, -1.77], [-2.32, -1.81, -2.95], [-2.01, -4.02, -0.84], [-1.31, -2.42, -0.75], [0.41, -3.96, -1.48], [0.06, -2.84, -2.76], [0.36, -5.09, -3.65], [-1.25, -4.51, -3.99], [-1.36, -6.83, -3.34], [-2.16, -5.89, -2.11], [0.69, -6.99, -1.92], [-0.73, -7.64, -1.10], [-0.12, -6.05, -0.65]]
}